(1)
ORCA calculation (ωB97M-V with the def2-TZVPD basis set) on a gas-phase ion, C7H17N2 (charge +1).

Last column: Mulliken charge in e.
CARTESIAN COORDINATES (ANGSTROEM)
C1 -2.578 1.413 -1.120  -1.0737
C2 -2.194 1.327 0.354  -0.5444
N1 -0.840 0.860 0.651  -0.2676
C3 -0.448 -0.426 0.099  0.1795
C4 0.501 -0.315 -1.101  -0.7443
C5 1.907 0.157 -0.730  -0.8882
N2 2.337 -0.414 0.605  -0.0998
C6 1.623 -1.698 0.913  -0.7403
C7 0.183 -1.325 1.205  -1.0612
H1 -2.406 0.482 -1.661  0.2852
H2 -3.643 1.628 -1.199  0.3785
H3 -2.039 2.218 -1.618  0.2826
H4 -2.281 2.324 0.785  0.3700
H5 -2.902 0.702 0.898  0.3309
H6 -0.170 1.586 0.440  0.3123
H7 -1.338 -0.936 -0.261  0.5021
H8 0.104 0.400 -1.819  0.3852
H9 0.568 -1.275 -1.611  0.3886
H10 1.966 1.240 -0.651  0.4159
H11 2.636 -0.162 -1.470  0.3766
H12 2.089 0.248 1.342  0.3940
H13 3.348 -0.523 0.649  0.3682
H14 1.731 -2.350 0.050  0.3579
H15 2.102 -2.175 1.765  0.4220
H16 0.147 -0.758 2.137  0.3792
H17 -0.405 -2.229 1.349  0.2907

Results
**Total charge**: +1
**Structure (SMILES)**: CCNC1CC[NH2+]CC1
**ΔE to the lowest compared entry with this formula, charge and spin**: 1.3 kcal per mole
**Total energy**: -386.1800 a.u.


(2)
ORCA calculation (ωB97M-V with the def2-TZVPD basis set) on 2 unconnected molecules or ions with the total composition C7H17N2O2 at a distorted geometry.

Last column: Mulliken charge in e.
CARTESIAN COORDINATES (ANGSTROEM)
C1 -1.731 0.002 0.983  -0.1534
C2 0.817 1.777 -0.032  -1.3188
C3 2.298 -0.217 0.602  -1.4759
C4 2.125 0.583 -1.748  -1.3920
C5 -1.174 -2.336 -1.367  -0.6817
C6 0.162 -0.390 -0.862  -0.8158
C7 1.325 0.360 -0.428  1.8945
N1 -1.080 -0.552 1.990  -0.2233
N2 -2.607 0.917 1.198  -0.0906
O1 -3.318 1.143 2.402  -0.4152
O2 0.078 -1.742 -0.801  -0.2559
H1 1.801 2.204 0.007  0.5195
H2 0.247 1.691 0.956  0.2536
H3 0.050 2.145 -0.640  0.3932
H4 2.912 0.633 0.917  0.3666
H5 1.962 -0.778 1.389  0.3318
H6 2.916 -0.948 0.165  0.4588
H7 2.997 1.345 -1.490  0.3673
H8 2.550 -0.309 -2.202  0.4173
H9 1.419 1.089 -2.429  0.4122
H10 -1.439 -3.303 -0.877  0.2778
H11 -1.046 -2.570 -2.389  0.3489
H12 -2.027 -1.639 -1.288  0.3292
H13 -0.573 0.148 -1.582  0.3601
H14 -0.239 -1.022 1.953  0.2059
H15 -1.335 -0.058 2.868  0.2586
H16 -3.088 1.319 0.336  0.2804
H17 -4.003 0.507 2.371  0.3469

Results
**Total charge**: +1
**ΔE to the lowest compared entry with this formula, charge and spin**: 94.8 kcal per mole
**Total energy**: -536.4821 a.u.


(3)
ORCA calculation (ωB97M-V with the def2-TZVPD basis set) on 2 unconnected molecules or ions with the total composition C7H17N2O2P at a distorted geometry.

Last column: Mulliken charge in e.
CARTESIAN COORDINATES (ANGSTROEM)
C1 -0.182 -0.540 -1.774  -1.0940
C2 -0.016 0.818 -1.711  -0.1026
C3 0.961 1.586 -2.505  -0.6175
C4 2.085 1.888 -1.509  -0.6965
P1 2.663 0.581 -0.475  0.1193
N1 3.006 1.469 1.000  -0.7404
O1 4.198 0.204 -1.028  -0.3612
H1 -0.100 -1.053 -2.725  0.2392
H2 -0.281 -1.153 -0.876  0.3681
H3 -0.640 1.377 -1.020  0.4109
H4 1.330 0.974 -3.333  0.3086
H5 0.560 2.509 -2.926  0.3034
H6 1.712 2.662 -0.824  0.1652
H7 2.888 0.815 1.765  0.2487
H8 2.250 2.140 1.110  0.2867
H9 4.241 -0.753 -1.001  0.3132
C5 -1.278 -0.830 2.907  -1.2964
C6 -1.303 -0.096 1.617  0.7937
O2 -0.765 0.897 1.293  -0.3309
N2 -2.185 -0.667 0.456  -0.0475
C7 -2.602 -2.088 0.474  -0.8747
H10 -0.519 -0.368 3.531  0.3608
H11 -2.251 -0.756 3.399  0.3526
H12 -1.033 -1.882 2.762  0.3625
H13 -2.997 -0.046 0.410  0.4326
H14 -1.641 -0.420 -0.425  -0.0214
H15 -3.155 -2.294 -0.438  0.3979
H16 -3.234 -2.266 1.339  0.3834
H17 -1.712 -2.709 0.508  0.3365

Results
**Total charge**: 0
**ΔE to the lowest compared entry with this formula, charge and spin**: 156.7 kcal per mole
**Total energy**: -878.0587 a.u.


(4)
ORCA calculation (ωB97M-V with the def2-TZVPD basis set) on a molecular structure, C7H17N2O3Y at a distorted geometry.

Last column: Mulliken charge in e.
CARTESIAN COORDINATES (ANGSTROEM)
Y1 2.948 -3.779 -7.326  1.0682
C1 -0.511 1.507 -5.448  -0.3478
O1 0.283 0.485 -5.776  -0.1655
H1 -0.011 2.476 -5.460  0.2609
H2 -1.429 1.749 -5.982  0.3177
H3 -0.834 1.293 -4.429  0.3012
C2 -4.529 1.241 2.255  -0.9551
C3 -4.970 0.630 3.583  0.6416
O2 -5.280 1.315 4.566  -0.5360
N1 -5.148 -0.696 3.662  -0.1128
C4 -5.617 -1.330 4.803  -0.7890
H4 -5.364 1.416 1.575  0.2804
H5 -3.806 0.577 1.782  0.3474
H6 -4.003 2.118 2.633  0.2838
H7 -4.733 -1.212 2.899  0.2554
H8 -6.675 -1.140 4.982  0.2912
H9 -5.101 -0.872 5.648  0.3073
H10 -5.600 -2.420 4.813  0.3405
C5 6.518 -0.542 -1.339  -0.9790
C6 5.119 -1.064 -1.451  0.7400
O3 4.775 -1.844 -2.355  -0.6594
N2 4.073 -0.571 -0.804  -0.1782
C7 4.083 0.462 0.341  -0.8425
H11 7.022 -0.797 -2.271  0.2706
H12 7.062 -0.874 -0.455  0.3159
H13 6.379 0.519 -1.129  0.3299
H14 3.157 -0.873 -1.102  0.2686
H15 4.221 1.478 -0.028  0.3325
H16 4.891 0.256 1.043  0.3120
H17 3.081 0.492 0.769  0.3002

Results
**Total charge**: +2
**ΔE to the lowest compared entry with this formula, charge and spin**: 327.3 kcal per mole
**Total energy**: -649.4857 a.u.


(5)
ORCA calculation (ωB97M-V with the def2-TZVPD basis set) on a single C7H17N2OP molecule at a distorted geometry.

Last column: Mulliken charge in e.
CARTESIAN COORDINATES (ANGSTROEM)
C1 1.907 -1.387 -1.377  -1.0303
C2 1.971 0.131 -1.639  -0.2401
C3 0.518 0.781 -1.644  -0.9866
N1 -0.243 0.663 -0.388  0.0909
C4 0.342 1.315 0.837  -0.8513
C5 0.830 0.278 1.883  -0.2589
C6 -0.397 -0.448 2.496  -0.6132
O1 -1.107 -1.261 1.626  -0.6256
P1 -1.437 -0.393 -0.262  0.8494
C7 -2.923 0.556 0.293  -0.8962
N2 -1.459 -1.337 -1.564  -0.7069
H1 2.836 -1.949 -1.516  0.3912
H2 1.602 -1.511 -0.314  0.0917
H3 1.207 -1.907 -2.002  0.3022
H4 2.474 0.170 -2.612  0.4056
H5 2.706 0.579 -0.965  0.2357
H6 0.702 1.898 -1.931  0.2633
H7 -0.117 0.346 -2.409  0.5926
H8 -0.463 2.002 1.306  0.3651
H9 1.204 1.836 0.345  0.3420
H10 1.269 -0.599 1.494  0.0998
H11 1.356 0.736 2.796  0.3339
H12 -0.007 -1.125 3.191  0.4647
H13 -1.071 0.313 3.001  0.2814
H14 -3.609 0.905 -0.547  0.3265
H15 -3.490 -0.085 0.963  0.3279
H16 -2.362 1.387 0.673  0.2341
H17 -2.241 -1.894 -1.733  0.2113

Results
**Total charge**: 0
**Structure (SMILES)**: CCCN1CCCO[P@]1(C)=N
**ΔE to the lowest compared entry with this formula, charge and spin**: 29.5 kcal per mole
**Total energy**: -802.9542 a.u.


(6)
ORCA calculation (ωB97M-V with the def2-TZVPD basis set) on 2 unconnected molecules or ions with the total composition C7H17N3 at a distorted geometry.

Last column: Mulliken charge in e.
CARTESIAN COORDINATES (ANGSTROEM)
C1 2.275 -2.357 0.972  -0.3705
C2 -0.012 2.756 0.645  -0.3464
C3 -3.320 -0.663 0.373  -1.2369
C4 1.412 -2.026 -1.218  -0.8544
C5 1.805 2.059 -0.720  -0.8587
C6 -2.137 -0.006 -0.346  -0.4518
C7 -0.929 0.044 0.503  -0.6460
N1 1.350 -1.880 0.253  -0.1176
N2 0.546 1.768 0.017  0.3246
N3 0.181 0.573 -0.172  -0.3612
H1 3.255 -2.838 0.602  0.1959
H2 2.040 -2.291 2.015  0.2852
H3 -0.790 2.776 1.413  0.2321
H4 0.560 3.691 0.745  0.2210
H5 -3.558 -0.007 1.249  0.2661
H6 -4.149 -0.486 -0.307  0.3604
H7 -3.015 -1.612 0.693  0.4061
H8 2.329 -2.544 -1.503  0.4276
H9 0.577 -2.703 -1.336  0.2412
H10 1.474 -1.022 -1.799  0.1329
H11 2.680 2.159 -0.225  0.3407
H12 1.810 1.248 -1.480  0.2162
H13 1.853 3.133 -1.097  0.3452
H14 -2.379 0.976 -0.544  0.3154
H15 -1.960 -0.496 -1.268  0.3712
H16 -1.188 0.641 1.537  0.1532
H17 -0.709 -0.893 0.999  0.4085

Results
**Total charge**: 0
**ΔE to the lowest compared entry with this formula, charge and spin**: 139.1 kcal per mole
**Total energy**: -440.9774 a.u.


(7)
ORCA calculation (ωB97M-V with the def2-TZVPD basis set) on a gas-phase ion, C7H17N3O (charge +2) at a distorted geometry.

Last column: Mulliken charge in e.
CARTESIAN COORDINATES (ANGSTROEM)
C1 0.447 -1.534 -2.701  -1.2123
C2 0.555 -2.086 -1.255  -0.5377
N1 0.370 -1.163 -0.194  -0.1299
C3 1.235 -0.479 0.458  0.9717
C4 2.666 -0.808 0.575  -1.4895
C5 0.741 0.851 1.135  -0.2491
N2 1.671 1.592 1.983  -0.1767
C6 -0.662 1.107 1.098  0.2559
O1 -1.587 0.592 0.387  -0.5044
C7 -3.247 1.036 0.612  -0.2711
N3 -3.662 1.490 -0.531  -0.3146
H1 -0.436 -1.810 -3.147  0.4100
H2 0.502 -0.495 -2.764  0.3951
H3 1.281 -1.935 -3.256  0.3370
H4 1.558 -2.532 -1.122  0.3790
H5 -0.204 -2.975 -1.235  0.3356
H6 -0.500 -0.802 -0.380  0.2316
H7 2.979 -1.614 1.332  0.3944
H8 3.275 -1.347 -0.196  0.4341
H9 3.102 0.147 0.780  0.3821
H10 2.371 0.921 2.354  0.3528
H11 1.228 2.149 2.650  0.3481
H12 2.204 2.170 1.351  0.3843
H13 -1.062 1.970 1.729  0.1351
H14 -3.179 1.930 1.365  0.3226
H15 -3.607 0.125 1.039  0.3048
H16 -3.779 2.448 -0.770  0.2435
H17 -4.262 1.052 -1.295  0.2676

Results
**Total charge**: +2
**Structure (SMILES)**: CC/[NH+]=C(C)/C([NH3+])=C\OCN
**ΔE to the lowest compared entry with this formula, charge and spin**: 29.3 kcal per mole
**Total energy**: -515.7185 a.u.


(8)
ORCA calculation (ωB97M-V with the def2-TZVPD basis set) on a molecular structure, C7H17N4O10PS2 at a distorted geometry.

Last column: Mulliken charge in e.
CARTESIAN COORDINATES (ANGSTROEM)
N1 -0.566 -0.144 0.179  -0.4085
P1 -1.119 -0.329 -1.278  0.4474
O1 0.124 -0.309 -2.408  -0.3110
O2 -2.192 0.900 -1.642  -0.4241
S1 -2.042 -2.304 -1.321  1.0885
O3 -1.772 -2.999 -0.061  -0.6319
O4 -1.315 -3.046 -2.391  -0.7662
N2 -3.636 -2.276 -1.768  -0.4699
S2 -4.621 -1.533 -0.628  0.9450
O5 -5.310 -2.504 0.255  -0.6989
O6 -3.938 -0.543 0.224  -0.5925
C1 -5.980 -0.689 -1.619  0.5798
O7 -6.132 -1.105 -2.779  -0.6580
O8 -6.712 0.230 -1.130  -0.7310
H1 -0.983 0.689 0.596  0.1680
H2 -0.258 0.062 -3.229  0.2753
H3 -2.591 0.795 -2.527  0.3154
C2 3.569 -2.893 0.394  -1.4405
C3 2.794 -1.953 -0.498  0.8086
O9 1.909 -1.241 -0.077  -0.5388
N3 3.119 -1.922 -1.828  -0.0881
C4 4.132 -2.688 -2.518  -0.9209
H4 3.198 -2.805 1.413  0.2752
H5 3.433 -3.924 0.063  0.3715
H6 4.630 -2.632 0.386  0.3897
H7 2.557 -1.273 -2.360  0.1695
H8 4.838 -1.993 -2.984  0.2867
H9 3.649 -3.278 -3.301  0.2846
H10 4.672 -3.352 -1.848  0.3384
C5 1.737 2.781 2.802  -1.2622
C6 0.245 2.740 2.586  0.7386
O10 -0.329 1.730 2.244  -0.6145
N4 -0.462 3.896 2.788  -0.1671
C7 0.041 5.190 3.193  -0.8603
H11 2.154 1.795 2.604  0.2548
H12 2.197 3.497 2.118  0.3578
H13 1.960 3.051 3.837  0.3662
H14 -1.452 3.794 2.624  0.2517
H15 -0.451 5.479 4.126  0.2814
H16 -0.214 5.921 2.421  0.2755
H17 1.117 5.185 3.341  0.3150

Results
**Total charge**: -2
**ΔE to the lowest compared entry with this formula, charge and spin**: 0.0 kcal per mole
**Total energy**: -2386.0971 a.u.